Below is a molecular structure, C20H28ClFFeN2O2 in a non-equilibrium geometry, with properties calculated with wB97M-V/def2-TZVPD.

Its expectation value of S² is 8.78. The total charge is -1. For the energy relative to the best compared isomer or geometry (same formula, charge and spin), the calculation gives 0.0 kcal/mol. The calculation puts the LUMO energy (spin up / spin down) at 3.02 / 2.98 eV. The calculation puts the maximum force at 4.56 eV/Å. The spin multiplicity is 6.

Atoms and positions in Å:
H1 -0.99272 3.21367 -4.51696
C1 -1.36729 0.00991 -1.65445
F1 0.50016 0.00541 1.94706
H2 2.19653 1.32142 1.94124
H3 -1.49965 0.01844 -0.20148
C2 -1.57102 -1.19387 -3.89486
C3 1.37234 -4.07199 -0.01753
Cl1 1.93706 -0.04380 -1.30945
H4 2.11744 -1.36942 2.00150
C4 -1.45992 2.52927 -1.72607
H5 -1.98269 -2.20849 -5.70761
H6 2.84015 -1.80150 0.42767
N1 0.28934 2.03570 0.02490
C5 0.43731 3.38365 2.08665
N2 0.22350 -2.04245 0.04839
C6 -1.32430 -1.19968 -2.48535
C7 -1.70934 0.02511 -4.60537
H7 1.11454 4.00844 2.65199
C8 -1.56398 1.23643 -3.88269
H8 -1.95123 0.03040 -5.68029
H9 -0.58739 -3.93470 1.78944
C9 -1.48478 -2.51132 -1.75426
C10 -1.85693 -2.47302 -4.65093
H10 2.26402 -3.88732 -0.64185
H11 -2.38298 -2.43072 -1.09921
H12 -2.78930 -2.96087 -4.31366
H13 1.57990 5.04272 0.36591
H14 -2.32928 2.43357 -1.03508
C11 2.37144 -2.19208 1.33442
H15 3.10554 2.87738 1.73193
C12 -0.28320 2.82184 -0.84774
C13 1.10684 -2.91712 0.92661
H16 -1.01188 -3.16773 -4.55278
H17 -0.42952 3.97561 1.75747
C14 2.46346 2.13581 1.26887
C15 1.21484 2.89554 0.87267
H18 1.41398 -5.08130 0.45596
H19 -1.57739 3.36000 -2.41802
H20 2.91291 1.73213 0.35856
C16 0.29055 -3.36623 2.12943
H21 -1.96290 2.27042 -5.68649
C17 -1.31665 1.22620 -2.47423
H22 -2.77171 3.01153 -4.28772
Fe1 0.30745 -0.00499 -0.02305
H23 0.93612 -4.00418 2.71634
O1 0.31593 4.00084 -0.99852
O2 0.22660 -4.01888 -0.95336
H24 0.12348 2.51304 2.66681
H25 2.35884 3.80609 -0.73888
H26 2.98820 -2.95194 1.80325
C18 -1.84016 2.52376 -4.62640
H27 -1.57336 -3.33386 -2.46232
H28 -0.00879 -2.47943 2.69246
C19 -0.34513 -2.82198 -0.83361
C20 1.49111 4.02991 -0.09374

Forces on the atoms, in the same order (eV/Å):
H -0.3215 0.0721 -0.1564
C 0.4751 0.0603 0.3899
F -0.2846 0.0131 -0.0109
H 0.1079 0.0819 0.0248
H -0.8069 -0.0354 -4.4928
C -0.0341 0.4661 1.6620
C -0.2606 -0.2312 -0.8764
Cl 3.1847 -0.0705 -2.4380
H 0.1317 -0.0845 0.0361
C 0.4157 -0.2188 0.3642
H 0.0700 -0.2508 0.1454
H 0.1664 -0.0119 0.2624
N -1.2601 2.3100 -0.0405
C -0.1696 -0.2949 -0.4889
N -1.3259 -2.3209 -0.0777
C -1.3718 0.0458 -0.3111
C 0.1854 -0.0053 0.7709
H 0.0585 0.2726 0.4657
C -0.0271 -0.5064 1.6282
H 0.2010 0.0007 0.6077
H 0.1391 0.1471 0.2242
C 0.3736 0.1667 0.3104
C 0.2582 0.1476 -0.0266
H -0.2363 -0.1637 0.3034
H 0.2030 -0.1937 -0.3597
H 0.3756 0.0990 -0.0715
H -0.2088 -0.7529 -0.4250
H 0.1845 0.2040 -0.3861
C -0.2967 -0.2817 -0.4092
H 0.5066 -0.1003 0.2861
C 1.7178 -1.5483 1.2237
C -0.7128 0.8120 -0.9663
H -0.3238 -0.0669 -0.1542
H 0.1427 -0.1576 0.2283
C -0.2878 0.3150 -0.4327
C -0.7564 -0.8216 -0.9191
H -0.1582 0.7526 -0.4227
H -0.1445 0.0774 0.2852
H 0.1708 -0.0012 0.2579
C -0.1502 0.3100 -0.4838
H 0.0717 0.2559 0.1569
C -1.3927 -0.0585 -0.3538
H 0.3668 -0.0917 -0.0696
Fe -1.3681 0.0593 2.2198
H 0.0447 -0.2703 0.4736
O 0.3490 1.5641 0.3884
O 0.2206 -1.5467 0.3533
H -0.0526 0.1582 0.0086
H -0.2325 0.1853 0.2995
H 0.5000 0.1027 0.2907
C 0.2573 -0.1367 -0.0414
H -0.1503 -0.0518 0.3164
H -0.0529 -0.1568 0.0133
C 1.7790 1.5530 1.2827
C -0.2705 0.1984 -0.8654

Below is 2 unconnected molecules or ions with the total composition C6H12Si in a non-equilibrium geometry, with properties calculated with wB97M-V/def2-TZVPD.

The total charge is 0. For the energy relative to the best compared isomer or geometry (same formula, charge and spin), the calculation gives 93.4 kcal/mol. The calculation puts the LUMO energy at 0.75 eV. The calculation puts the maximum force at 5.30 eV/Å.

Atoms and positions in Å:
H1 -3.30034 0.56642 -0.67905
C1 0.69990 1.56928 0.43730
C2 2.50514 -0.97740 -0.12218
C3 -2.20924 -0.69568 0.47686
H2 -0.69276 -2.26217 0.31292
H3 0.39014 -0.13033 -1.80860
Si1 0.87321 -0.10222 -0.41009
C4 -2.41008 0.02819 -0.60932
C5 -1.01526 -1.37340 0.86211
H4 -3.04555 -0.85899 1.14517
C6 0.45476 2.54217 -0.36745
H5 3.15303 -0.82739 0.70269
H6 0.56147 2.43769 -1.34958
H7 -0.97121 -1.55030 1.98636
H8 0.73672 1.75118 1.49888
H9 0.29352 3.49207 0.18784
H10 -1.58470 0.32251 -1.23549
H11 2.26700 -2.06611 -0.22440
H12 2.90079 -0.62936 -1.08121

Forces on the atoms, in the same order (eV/Å):
H -1.4640 0.5697 -0.6273
C 0.7240 -3.2080 0.1988
C -1.7561 -1.0439 -1.9307
C -0.9322 -0.3616 -0.2232
H -0.5774 -0.0645 0.1827
H 0.4361 0.1102 0.0474
Si -1.8912 -1.0792 4.0395
C 0.9465 0.3024 0.4490
C 3.4528 0.1249 0.1228
H -0.2960 0.2623 0.1759
C -0.4903 3.5873 3.8771
H 0.3207 0.5305 0.6959
H -0.1545 0.1234 -4.0963
H 0.4682 0.3058 -1.5155
H -0.1275 -0.3601 0.2416
H -0.0495 -0.0816 -1.4023
H -0.1021 -0.0733 -0.3189
H 0.4581 0.7439 -0.0147
H 1.0344 -0.3882 0.0983

Below is C4H7NO in the gas phase in a non-equilibrium geometry, with properties calculated with wB97M-V/def2-TZVPD.

The total charge is 0. For the energy relative to the best compared isomer or geometry (same formula, charge and spin), the calculation gives 135.6 kcal/mol. The calculation puts the LUMO energy (spin up / spin down) at 0.56 / -0.75 eV. The calculation puts the maximum force at 2.42 eV/Å.

Atoms and positions in Å:
H1 1.09696 -1.86281 -0.89913
H2 1.69710 0.82026 -0.85415
N1 -1.06522 1.98186 -0.28662
C1 -1.26290 -0.30583 0.65790
O1 -0.41354 -1.40144 0.34547
H3 -1.45504 -0.33778 1.73300
C2 0.23921 -1.21197 -0.76061
H4 -0.25181 -0.74654 -1.61552
C3 1.17688 0.75348 0.10689
H5 -2.19338 -0.38378 0.09570
H6 1.63454 -0.00236 0.75255
C4 -0.54132 0.98322 0.12260
H7 1.33853 1.71369 0.60192

Forces on the atoms, in the same order (eV/Å):
H -0.1712 0.1049 -0.0620
H -0.4388 -0.1037 0.1190
N -0.2448 0.6382 -0.2165
C 0.1270 0.2475 -0.3621
O -0.9862 -0.0085 1.6466
H 0.0873 0.2242 -0.1959
C 0.7822 -0.8102 -2.1241
H 0.0433 -0.1491 0.1120
C -0.5363 1.7121 0.5422
H -0.0517 -0.0605 0.0741
H -0.5121 0.0040 -0.1699
C 1.5033 -1.7933 0.6038
H 0.3982 -0.0057 0.0327

Below is a gas-phase ion, CH4BrN2 (charge +1) in a non-equilibrium geometry, with properties calculated with wB97M-V/def2-TZVPD.

The total charge is +1. For the energy relative to the best compared isomer or geometry (same formula, charge and spin), the calculation gives 33.0 kcal/mol. The calculation puts the LUMO energy at -5.07 eV. The calculation puts the maximum force at 3.44 eV/Å.

Atoms and positions in Å:
H1 0.77846 -0.04282 -1.48225
H2 -1.70695 -1.51704 0.71470
H3 -0.10940 0.24580 1.34228
Br1 -1.86070 -1.24847 -1.74140
H4 1.33638 1.09171 -0.58553
N1 -1.25441 -0.86331 0.01513
C1 -0.21011 -0.06333 0.24612
N2 0.67218 0.37916 -0.63438

Forces on the atoms, in the same order (eV/Å):
H -0.4460 -1.6687 -2.9789
H 0.9179 1.6021 -0.7361
H 0.0050 -0.3684 -1.6550
Br 0.5336 0.1111 0.8490
H 0.9244 1.4902 1.4528
N 0.1885 -0.5726 -0.6385
C -0.0571 0.0929 1.8360
N -2.0663 -0.6865 1.8708

Below is C4H7Br2OP in the gas phase in a non-equilibrium geometry, with properties calculated with wB97M-V/def2-TZVPD.

Its expectation value of S² is 2.01. The total charge is 0. For the energy relative to the best compared isomer or geometry (same formula, charge and spin), the calculation gives 0.0 kcal/mol. The calculation puts the LUMO energy (spin up / spin down) at 0.71 / -2.20 eV. The calculation puts the maximum force at 3.95 eV/Å. The spin multiplicity is 3.

Atoms and positions in Å:
H1 -1.55623 -1.68148 -0.19916
H2 0.21865 1.41652 -2.01416
H3 -0.23445 -0.60237 1.97965
P1 1.55425 0.14349 0.69152
H4 -1.81227 0.37820 -1.37936
C1 -0.10813 1.35519 -0.88962
Br1 2.86384 -0.76951 -0.76494
C2 0.17701 -0.98684 0.97659
C3 -0.70994 -1.05122 -0.19844
O1 2.14333 0.66213 1.89387
Br2 -0.30756 3.09381 -0.21133
H5 -1.71414 0.84275 0.39423
H6 0.76312 -1.94277 1.28099
C4 -1.21398 0.44746 -0.48971
H7 -0.06347 -1.30536 -1.07013

Forces on the atoms, in the same order (eV/Å):
H -0.7618 -0.9436 0.4294
H -0.4238 -0.4338 2.3479
H 0.1716 -0.4429 -1.5916
P -0.5144 0.7033 -1.0136
H -1.0605 0.0488 -0.1369
C -0.9822 1.6743 -3.2865
Br 0.7910 -0.9269 -0.8306
C 1.3268 -1.6782 3.3146
C 0.6870 2.5537 -1.9353
O 1.4874 0.5037 3.0103
Br 0.4191 0.0102 0.0476
H -0.3024 -0.1103 -0.2553
H -1.2578 1.0562 -0.6203
C 1.0293 -1.8435 0.1488
H -0.6093 -0.1711 0.3715

Below is C7H4F4N2O2 in the gas phase in a non-equilibrium geometry, with properties calculated with wB97M-V/def2-TZVPD.

The total charge is 0. For the energy relative to the best compared isomer or geometry (same formula, charge and spin), the calculation gives 8.3 kcal/mol. The calculation puts the LUMO energy (spin up / spin down) at -0.38 / -1.30 eV. The calculation puts the maximum force at 8.80 eV/Å.

Atoms and positions in Å:
F1 3.23826 1.70886 -1.42337
H1 0.13018 -1.31951 -2.27025
F2 -2.96208 -1.76729 0.18396
C1 0.49782 -0.55977 -1.55172
O1 -1.32465 0.70939 1.31053
H2 2.29220 -0.91121 0.80863
C2 -2.73662 -0.55405 -0.19686
C3 -1.38218 -0.13146 0.18497
O2 1.72670 1.28027 0.15688
C4 -0.16817 1.16434 1.57750
C5 2.36965 0.76552 -1.02503
H3 0.97411 -1.44475 1.18972
F3 -3.75005 0.14379 0.28779
N1 1.74433 -0.09147 -1.77671
F4 -2.93051 -0.35607 -1.56493
C6 0.86241 0.31622 0.72098
C7 -0.10598 -0.21131 -0.38351
H4 0.05005 1.87538 2.38818
N2 1.47451 -0.61688 1.38323

Forces on the atoms, in the same order (eV/Å):
F -0.4659 -1.7559 0.1465
H 0.0351 0.9376 0.3912
F -0.2999 -2.6098 -0.3724
C -0.2284 -1.4556 0.0243
O -2.3277 -0.6874 -0.9336
H 0.0912 0.6295 0.8400
C -0.5984 2.1422 -1.7578
C 1.2862 1.3612 0.9655
O 2.1005 -0.7408 -1.6392
C 2.9902 -0.9030 -0.4437
C -3.9302 0.9708 0.5293
H -1.2626 -1.5248 0.7828
F -0.1985 1.1201 1.2620
N 3.4201 1.8438 -0.1605
F 0.8533 -1.3055 0.6693
C -4.7377 6.8452 -2.8674
C -0.9641 0.4311 1.1910
H -0.5017 -0.5599 -0.4823
N 4.7386 -4.7386 1.8551

Below is 2 unconnected molecules or ions with the total composition C4H12O2 in a non-equilibrium geometry, with properties calculated with wB97M-V/def2-TZVPD.

The total charge is 0. For the energy relative to the best compared isomer or geometry (same formula, charge and spin), the calculation gives 31.5 kcal/mol. The calculation puts the LUMO energy at 0.99 eV. The calculation puts the maximum force at 2.64 eV/Å.

Atoms and positions in Å:
H1 -3.50672 -0.76908 -0.04555
H2 -4.88046 -0.04280 -1.92016
C1 2.92259 0.78522 1.48051
H3 2.95035 1.54272 3.46808
O1 -2.13458 -1.02703 -1.56890
H4 4.78493 0.72998 1.00761
C2 3.28411 1.91160 2.49237
H5 -3.30607 -2.36103 -0.70324
H6 -5.34786 -1.89479 -1.73618
H7 2.63972 2.76166 2.28729
O2 3.98447 0.72578 0.46622
H8 2.01970 0.72722 0.87642
H9 4.36401 2.05641 2.54372
C3 -3.42903 -1.31796 -0.98157
C4 -4.61905 -1.10123 -1.93649
H10 2.96820 -0.20447 1.96595
H11 -4.30186 -1.40828 -2.94505
H12 -2.34201 -0.41411 -2.27282

Forces on the atoms, in the same order (eV/Å):
H -0.2926 0.2865 0.0070
H -0.7395 -0.3620 -0.0895
C 2.2962 -1.1848 -0.5453
H 0.1836 0.1888 0.0977
O -0.9180 0.2445 0.0587
H 0.0488 -0.0760 -0.5127
C -2.1165 -1.4349 -0.0936
H -0.4506 -0.2357 0.0395
H -0.5767 0.9502 0.4031
H 0.7242 0.5924 -0.0738
O -0.3755 0.1981 0.6579
H -0.3164 0.9907 0.4432
H -0.2695 0.3853 -0.2421
C 0.8991 -0.6539 -0.2111
C 1.5207 -0.9907 0.0112
H -0.1761 0.3388 0.2642
H 0.1655 0.4456 0.0981
H 0.3934 0.3172 -0.3126

Below is 2 unconnected molecules or ions with the total composition C3H5NO3S in a non-equilibrium geometry, with properties calculated with wB97M-V/def2-TZVPD.

The total charge is 0. For the energy relative to the best compared isomer or geometry (same formula, charge and spin), the calculation gives 192.9 kcal/mol. The calculation puts the LUMO energy at -1.50 eV. The calculation puts the maximum force at 5.67 eV/Å.

Atoms and positions in Å:
H1 0.63882 0.09194 -1.41052
O1 -1.05466 0.97224 0.96072
O2 2.31721 0.57525 -0.62956
C1 1.03420 0.20442 -0.42156
C2 0.74750 -1.16739 0.13312
H2 -2.77671 -0.72117 -1.23954
C3 -1.88118 -0.58201 -0.53623
H3 0.41118 0.93293 0.37650
N1 -1.81934 0.62063 -0.12605
H4 -1.09192 2.04421 1.16173
S1 -0.81738 -1.85989 -0.04971
H5 2.81104 0.70498 1.01524
O3 1.48124 -1.81613 0.76585

Forces on the atoms, in the same order (eV/Å):
H -0.8393 0.7559 -0.9561
O -0.4295 2.7823 1.6957
O 2.6419 0.4086 4.9963
C -1.5495 1.0358 1.6889
C -0.1955 2.5088 -0.5492
H 1.8118 -0.1345 0.7903
C -0.4811 0.9660 -0.2571
H 2.0337 -1.9483 -2.9542
N -2.1061 1.8066 -0.0662
H -0.6228 -4.0468 -1.4119
S -2.1230 -1.6625 -0.2315
H -0.9802 -0.5261 -4.5382
O 2.8397 -1.9458 1.7933

Q: total charge of number 7 (C4H12O2)?
A: 0